Formula: C25H44F12O17S3
Source: the OMol25 dataset
Level of theory: ωB97M-V/def2-TZVPD

The geometry in XYZ format:
```
101
Properties=species:S:1:pos:R:3:forces:R:3:lowdin_charge:R:1
C 1.841 0.535 3.873 -0.3434 0.3110 0.3790 -0.0443
C 1.007 1.103 5.044 2.4843 -0.3375 0.6382 -0.2138
O -0.053 1.881 4.535 -2.8485 0.2475 0.2330 0.0104
C -1.182 2.036 5.276 -0.4242 -2.6259 3.6218 -0.2621
O -1.331 1.720 6.502 0.7988 1.5122 -5.2326 0.0861
C -2.439 2.453 4.365 1.5622 -0.5460 0.3416 -0.5546
F -2.298 2.014 3.123 0.0013 -0.9121 0.1649 0.1461
F -3.607 2.012 4.870 0.9069 0.4109 -0.2063 0.1614
F -2.409 3.761 4.260 -0.6767 1.3746 0.5308 0.1801
H 1.206 -0.126 3.283 -0.0197 0.4354 -0.4135 0.0431
H 2.689 -0.091 4.147 -0.1462 -0.0186 0.7689 0.0846
H 2.326 1.329 3.304 -0.5464 0.0185 -0.3917 0.0834
H 1.581 1.786 5.669 0.3554 -0.0345 -0.0593 0.1273
H 0.761 0.289 5.725 -0.9649 0.0946 -0.1652 0.1132
C 6.803 0.011 -8.027 -0.0212 -0.9369 0.9136 -0.0478
C 6.858 -1.436 -7.521 0.8506 -0.7923 -1.3115 -0.2371
O 5.965 -1.684 -6.467 -0.9218 -0.6097 3.1369 -0.0022
C 6.032 -2.843 -5.720 2.0157 -0.2381 -3.2438 -0.2997
O 6.721 -3.811 -6.024 -1.5095 2.0897 1.1322 0.1484
C 5.053 -2.829 -4.544 1.2371 2.4405 0.6140 -0.6193
F 5.715 -2.915 -3.381 0.3876 -0.0730 0.0242 0.1683
F 4.331 -1.701 -4.488 0.0835 0.2764 -0.1672 0.1581
F 4.244 -3.799 -4.623 -1.9146 -2.7069 -0.3261 0.2385
H 7.285 0.063 -9.003 -0.4687 -0.0833 -0.1539 0.0795
H 7.403 0.661 -7.390 -0.3605 0.0882 0.2219 0.0760
H 5.743 0.267 -8.005 0.2002 0.5615 -0.4216 0.0823
H 7.877 -1.705 -7.241 -0.0189 -0.1576 0.1280 0.1276
H 6.516 -2.143 -8.277 0.4296 0.1406 -0.5346 0.1279
C -0.520 0.074 -4.069 -0.3056 0.0523 -0.4162 -0.0374
C -1.810 -0.787 -3.934 0.4965 2.6681 -1.9133 -0.2392
O -1.733 -1.627 -2.869 -0.4089 -3.9462 2.4689 0.0016
C -2.643 -2.658 -2.737 -1.7733 2.1381 -1.7744 -0.3081
O -3.683 -2.780 -3.354 1.7859 0.4230 0.2824 0.1668
C -2.353 -3.649 -1.638 -0.2699 1.4474 0.7686 -0.6174
F -3.502 -4.077 -1.112 0.4212 -0.4614 -0.3395 0.1867
F -1.601 -4.607 -2.097 0.3368 -1.9151 -0.7268 0.2090
F -1.658 -3.073 -0.683 0.6424 0.7484 1.0149 0.1606
H -0.168 0.548 -3.153 -0.3388 -0.2143 0.1359 0.0604
H -0.760 0.876 -4.768 -0.2182 0.1785 0.0564 0.0744
H 0.356 -0.377 -4.535 -0.1814 -0.6604 0.2140 0.0688
H -2.012 -1.294 -4.878 -0.0152 -0.2808 0.0674 0.1315
H -2.625 -0.083 -3.766 -0.2210 -0.0055 -0.0343 0.1241
C 0.039 4.686 1.828 0.1301 -0.6098 -0.5907 -0.0539
C 0.075 5.510 0.530 -0.1256 1.5363 2.7327 -0.2193
O 1.229 5.298 -0.256 2.4508 -0.2634 -0.7338 0.0025
C 2.503 5.720 0.153 -2.1140 -0.0081 0.6902 -0.3115
O 2.757 6.379 1.122 -0.4707 -0.4650 -0.6457 0.1661
C 3.633 5.280 -0.826 -1.0521 -1.3518 1.3837 -0.5080
F 4.792 5.246 -0.085 -1.1932 0.2898 -1.7639 0.1348
F 3.385 4.050 -1.322 0.6129 0.7350 0.3204 0.1502
F 3.631 6.132 -1.837 1.0142 0.2692 -0.1170 0.1866
H 0.928 4.789 2.450 0.1837 0.1255 -0.3158 0.0769
H -0.069 3.639 1.544 -0.0257 -0.1753 0.2974 0.0693
H -0.792 4.968 2.475 -0.2095 0.0654 -0.3264 0.0723
H 0.072 6.544 0.877 0.1936 0.3594 -0.2155 0.1153
H -0.874 5.424 0.002 0.5980 -0.5656 -0.7276 0.1258
C -4.793 -1.379 2.858 -0.9498 1.0040 -0.0090 -0.0385
C -5.162 -0.066 2.158 0.1940 -0.4028 1.4399 -0.3007
O -4.499 -0.039 0.932 1.2360 1.4215 -2.0474 -0.2636
S -4.223 1.406 0.162 -1.1541 -0.9506 1.4252 0.6745
C -5.972 1.541 -0.479 1.1187 0.6901 0.5063 -0.0866
O -3.869 2.418 1.157 -0.9786 -1.2903 -1.8628 -0.2981
O -3.319 1.090 -0.909 -0.6101 0.2722 0.5377 -0.2828
H -5.152 -2.212 2.254 0.3996 -0.1289 0.0905 0.0945
H -5.420 -1.311 3.746 0.1613 -0.4989 0.3617 0.0810
H -3.740 -1.435 3.133 -0.3365 -0.0462 -0.2877 0.0378
H -6.247 -0.037 2.055 -0.1659 0.0554 -0.3821 0.1157
H -4.874 0.786 2.774 0.1204 0.0747 -0.0051 0.1031
H -6.649 1.695 0.362 0.2716 -0.0824 0.1629 0.0599
H -6.213 0.601 -0.975 0.2808 0.2252 -0.1284 0.0732
H -6.037 2.430 -1.107 0.0816 -0.2515 -0.2110 0.0645
C -2.863 -1.731 5.980 -1.9955 0.1802 0.0254 -0.0652
C -1.705 -1.697 5.013 -1.0495 0.5917 2.0058 -0.2891
O -1.875 -2.864 4.215 0.8797 0.0705 -2.1287 -0.2470
S -1.377 -2.716 2.642 -1.9183 -0.4163 -1.0822 0.6814
C 0.345 -3.288 2.762 -0.8007 0.7968 -0.5689 -0.0789
O -2.160 -3.640 1.809 1.5548 1.2543 2.3103 -0.2902
O -1.480 -1.295 2.261 0.9498 -2.2359 0.9147 -0.3104
H -3.052 -0.849 6.592 0.9343 0.1822 0.1540 0.0832
H -2.973 -2.611 6.613 0.5834 -0.0690 -0.0464 0.0854
H -3.782 -1.714 5.393 -0.0681 -0.3006 -0.2576 0.0557
H -1.811 -0.768 4.452 0.4675 -0.2426 -0.2875 0.0984
H -0.819 -1.714 5.648 0.6207 -0.1651 -0.6991 0.1208
H 0.845 -2.450 3.246 0.3438 -0.2251 -0.1549 0.0546
H 0.611 -3.398 1.711 0.3347 0.2682 0.0623 0.0596
H 0.514 -4.245 3.257 -0.6086 0.2136 0.1897 0.0815
C 1.399 -2.878 -2.763 0.3378 0.7055 2.0321 -0.0292
C 1.805 -2.142 -1.440 -0.8714 -1.2681 0.1169 -0.2596
O 1.627 -0.727 -1.536 0.6319 1.3568 0.7687 -0.2682
S 1.577 0.151 -0.118 -1.7117 -0.0844 -0.5847 0.6748
C -0.275 0.344 -0.013 1.3201 -0.1621 0.0924 -0.0877
O 2.046 -0.722 0.943 -0.0534 0.8390 -0.7752 -0.3124
O 2.134 1.457 -0.394 -0.1176 -1.5696 0.3034 -0.2890
H 0.320 -3.028 -2.810 0.1926 0.5958 -0.5260 0.0470
H 1.812 -3.880 -2.647 0.2801 0.0259 -0.3573 0.0796
H 1.898 -2.298 -3.538 -0.4862 -0.4343 -0.4558 0.0662
H 1.204 -2.429 -0.577 -0.1799 -0.5773 -0.1582 0.0862
H 2.814 -2.479 -1.203 0.3250 0.7765 0.0002 0.1147
H -0.661 -0.676 -0.006 -0.1851 0.2118 -0.5617 0.0430
H -0.532 1.007 -0.840 -0.1363 -0.5345 -0.1572 0.0554
H -0.652 0.803 0.900 0.6861 0.0816 0.2215 0.0551
```
Positions in Å, forces in eV/Å.

Computed properties:
HOMO level: -10.92 eV
Relative energy (zero: lowest compared OMol25 entry of this formula, charge and spin): 272.8 kJ/mol
Frontier orbital gap: 11.225 eV
Structure (SMILES): CCOC(=O)C(F)(F)F.CCOC(=O)C(F)(F)F.CCOC(=O)C(F)(F)F.CCOC(=O)C(F)(F)F.CCOS(C)(=O)=O.CCOS(C)(=O)=O.CCOS(C)(=O)=O
2S+1: 1
Total charge: 0

---

Formula: C25H44IN5O2SbV
Source: the OMol25 dataset
Level of theory: ωB97M-V/def2-TZVPD

The geometry in XYZ format:
```
79
Properties=species:S:1:pos:R:3:forces:R:3:mulliken_spin:R:1
V -0.787 0.508 0.267 0.8250 -0.8936 1.7615 1.0926
C -2.138 -2.011 0.855 -0.3962 0.6040 -0.1014 0.0081
C -1.826 -1.996 2.368 0.1024 0.1212 0.1809 -0.0038
C -2.793 -1.088 3.128 -0.0255 0.0005 0.0338 -0.0048
C -0.366 -1.744 2.741 -0.2462 -0.4196 -0.1696 -0.0200
C 0.386 -2.817 3.226 -0.1527 0.0283 -0.0090 0.0066
C 1.661 -2.634 3.724 0.0849 0.0232 0.0008 -0.0062
C 2.159 -1.339 3.830 -0.0301 0.0196 0.0615 0.0036
C 1.446 -0.240 3.368 0.3243 0.0785 0.1014 -0.0009
C 1.970 1.150 3.710 -0.0745 0.0020 -0.1113 -0.0049
C 2.532 1.958 2.532 0.0621 0.0198 0.0447 -0.0020
C 0.929 1.955 4.492 -0.0317 0.0247 0.0447 0.0008
C 0.223 -0.466 2.699 -0.3828 0.6533 -0.6168 -0.0122
N -0.395 0.555 1.955 0.6451 -0.0966 -0.1154 -0.0707
H -3.456 -3.452 1.002 -0.0418 0.0016 -0.0037 0.0001
H -1.371 -2.613 0.369 0.0787 -0.0287 -0.1593 -0.0045
H -3.158 -0.360 0.277 -0.0520 0.0480 0.0314 0.0021
H -2.019 -3.028 2.683 0.0101 -0.0258 0.0405 -0.0005
H -2.625 -0.043 2.872 0.0085 0.0202 -0.0074 0.0046
H -2.656 -1.197 4.205 0.0150 -0.0193 -0.0506 0.0005
H -3.827 -1.346 2.889 0.0456 0.0082 -0.0052 0.0000
H -0.060 -3.807 3.241 0.0125 0.0534 -0.0056 0.0001
H 2.234 -3.475 4.094 -0.0259 0.0371 -0.0059 0.0003
H 3.109 -1.173 4.331 -0.0434 0.0002 -0.0390 -0.0004
H 2.804 0.975 4.393 0.0308 0.0353 0.0548 0.0003
H 1.894 1.881 1.652 -0.0815 0.0400 0.0168 -0.0016
H 3.529 1.610 2.256 -0.1100 0.0536 0.0886 0.0001
H 2.625 3.013 2.806 -0.0096 -0.0527 0.0090 -0.0005
H 0.061 2.193 3.875 0.0075 -0.0273 -0.0233 0.0010
H 1.369 2.889 4.850 -0.0211 -0.0364 -0.0168 0.0002
H 0.572 1.396 5.358 0.0078 0.0064 -0.0241 0.0007
C 1.144 -2.913 -0.424 0.1883 0.0281 0.0409 0.0018
N 2.317 -2.138 -0.038 0.1023 -0.0808 0.0044 0.0008
C 3.542 -2.896 0.245 -0.1397 0.0193 -0.0596 0.0004
C 2.300 -0.807 0.029 0.0128 -0.1477 0.1570 0.0031
C 3.610 -0.108 0.246 0.0701 -0.0532 -0.1347 0.0009
O 1.258 -0.137 -0.124 -0.6521 0.0890 -0.0215 -0.0331
H 0.820 -3.548 0.399 0.0123 -0.0045 0.0452 0.0004
H 1.389 -3.535 -1.286 0.0166 -0.0106 0.0101 0.0002
H 0.338 -2.244 -0.693 -0.0547 0.1102 -0.0673 0.0041
H 3.290 -3.953 0.247 -0.0143 -0.0037 0.0008 0.0000
H 3.942 -2.644 1.224 -0.0272 0.0235 0.0239 -0.0003
H 4.308 -2.727 -0.513 -0.0289 0.0148 -0.0200 0.0000
H 4.318 -0.375 -0.540 -0.0128 -0.0254 0.0203 0.0003
H 4.049 -0.396 1.203 -0.0446 0.0173 -0.0316 -0.0002
H 3.441 0.961 0.235 0.0182 -0.0208 -0.0591 -0.0002
O -3.414 -2.579 0.595 0.1104 -0.0610 0.1129 -0.0001
N -2.201 -0.690 0.231 0.2314 -1.0351 -0.2492 0.0015
I -4.631 5.106 -1.055 -0.1469 0.1221 -0.0761 -0.0003
C -3.192 3.927 -0.208 0.1511 -0.0425 0.1251 -0.0024
C -2.257 4.284 0.750 -0.1562 0.3880 0.0847 0.0131
N -1.512 3.212 1.002 0.0106 -0.3470 0.1761 0.0150
N -1.905 2.158 0.265 -0.3951 0.7176 -0.3440 -0.0067
C -2.930 2.589 -0.479 0.1463 -0.1201 -0.0310 0.0328
H -2.094 5.216 1.269 -0.0307 -0.0569 -0.0712 0.0003
H -0.815 3.054 1.721 0.0166 -0.0696 0.0135 0.0047
H -3.430 1.919 -1.166 0.0757 0.0687 0.0327 -0.0012
C -0.357 2.700 -4.852 -0.0765 0.0617 0.1010 -0.0013
C -0.928 2.506 -3.443 0.0463 0.0572 -0.2830 0.0044
Sb -0.557 0.610 -2.521 -0.0194 0.2798 -0.4558 -0.0304
C -2.048 -0.607 -3.436 -0.1276 0.0173 -0.1903 0.0036
C -2.594 -0.121 -4.780 -0.0267 -0.0930 0.0851 -0.0012
C 1.208 -0.015 -3.533 0.0629 -0.1037 -0.1754 0.0003
C 0.999 -0.647 -4.911 0.0918 0.0216 0.0691 -0.0013
H -0.567 3.708 -5.217 0.0042 -0.0245 0.0323 0.0000
H -0.791 2.001 -5.567 -0.0046 0.0124 0.0432 0.0002
H 0.726 2.569 -4.874 -0.0309 -0.0104 0.0279 0.0001
H -2.013 2.638 -3.437 0.0187 0.0439 -0.0199 0.0005
H -0.520 3.244 -2.752 0.0024 0.0848 -0.0155 0.0010
H -2.833 -0.692 -2.685 -0.0654 -0.0402 -0.0222 -0.0009
H -1.603 -1.600 -3.522 -0.0410 -0.0472 -0.0184 0.0000
H -3.012 0.886 -4.713 0.0281 -0.0355 0.0212 0.0001
H -3.395 -0.779 -5.126 0.0198 0.0137 0.0221 0.0000
H -1.828 -0.110 -5.555 0.0044 -0.0098 0.0353 0.0002
H 1.699 -0.709 -2.850 0.0720 -0.0464 -0.0362 0.0008
H 1.845 0.870 -3.594 0.0440 -0.0240 -0.0096 -0.0001
H 0.358 -1.530 -4.863 0.0069 0.0307 0.0286 0.0000
H 1.953 -0.964 -5.337 -0.0196 0.0069 0.0266 0.0000
H 0.547 0.050 -5.617 0.0155 0.0061 0.0458 0.0002
```
Positions in Å, forces in eV/Å.

Computed properties:
HOMO level (alpha / beta): -9.72 / -10.17 eV
Relative energy (zero: lowest compared OMol25 entry of this formula, charge and spin): 62.9 kJ/mol
Frontier orbital gap (alpha / beta): 6.369 / 7.338 eV
2S+1: 2
Total charge: +1